[1]
The following is a DFT calculation (wB97M-V/def2-TZVPD) of a structure of composition C21H15BF4N5O3W.

Values from the calculation:
E_tot: -48983.8403 eV
ΔE to the lowest compared entry with this formula, charge and spin: 32.3 kJ/mol
LUMO energy (spin up / spin down): -5.070 / -5.657 eV
Kohn-Sham gap (spin up / spin down): 6.64 / 6.19 eV
net charge: +1
expectation value of S²: 2.04
spin multiplicity: 3

Cartesian coordinates (Å):
W1 0.8938 -0.4193 1.0004
C1 2.5629 -3.0751 0.2004
O1 1.7059 -1.9881 -0.2652
C2 1.1949 -2.1450 -1.5537
C3 1.5561 -3.1581 -2.4185
C4 0.9802 -3.1829 -3.6799
C5 0.0652 -2.2122 -4.0598
C6 -0.2883 -1.2039 -3.1825
C7 0.2779 -1.1729 -1.9146
N1 -0.0173 -0.1944 -0.9141
N2 -0.8553 0.6869 -1.3462
C8 -1.2699 1.7471 -0.6588
C9 -0.7552 2.0969 0.6068
O2 0.1449 1.3209 1.1819
C10 -1.1674 3.2638 1.2601
C11 -2.1020 4.0675 0.6713
C12 -2.6709 3.7679 -0.5956
C13 -3.6375 4.6140 -1.1737
C14 -4.1776 4.3135 -2.3962
C15 -3.7670 3.1583 -3.0753
C16 -2.8251 2.3162 -2.5312
C17 -2.2597 2.6053 -1.2838
H1 3.4517 -3.1028 -0.4244
H2 2.0022 -4.0050 0.1483
H3 2.8458 -2.8584 1.2195
H4 2.2667 -3.9201 -2.1403
H5 1.2546 -3.9703 -4.3675
H6 -0.3767 -2.2430 -5.0455
H7 -1.0004 -0.4455 -3.4649
H8 -0.7368 3.4989 2.2235
H9 -2.4299 4.9655 1.1805
H10 -3.9456 5.5017 -0.6361
H11 -4.9203 4.9617 -2.8400
H12 -4.1987 2.9255 -4.0393
H13 -2.5208 1.4248 -3.0590
N3 1.3273 0.0135 3.1660
C18 2.6545 -0.5194 2.9266
O3 2.8073 -0.6309 1.6350
C19 3.5140 -0.8824 3.8994
C20 4.7488 -1.5034 3.5362
N4 5.7198 -2.0060 3.1862
C21 3.1547 -0.6612 5.2618
N5 2.8011 -0.5004 6.3431
H14 1.3346 1.0019 3.4113
H15 0.7884 -0.4972 3.8641
F1 -1.3599 -1.1279 2.4253
B1 -0.9783 -2.4123 2.0448
F2 0.6415 -2.1722 2.0326
F3 -1.2200 -2.6550 0.7264
F4 -1.2140 -3.3861 2.9147

[2]
The following is a DFT calculation (wB97M-V/def2-TZVPD) of a cluster of 2 separate species, C21H15Br2O6S2 in total in a non-equilibrium geometry.

Values from the calculation:
E_tot: -196059.2524 eV
LUMO energy: 1.091 eV
Kohn-Sham gap: 5.97 eV
net charge: -1
spin multiplicity: 1

Cartesian coordinates (Å):
C1 -5.4522 3.6567 2.1252
O1 -4.9914 2.6191 1.2514
C2 -3.7282 2.1322 1.3306
C3 -2.7310 2.6199 2.1981
C4 -1.4396 2.1623 2.0728
C5 -1.0579 1.1571 1.1412
C6 0.3235 0.7839 0.9996
C7 1.3886 1.7004 1.1508
C8 2.7559 1.2534 1.2805
C9 3.7967 2.1330 1.4294
Br1 5.5406 1.5264 1.6514
C10 3.6271 3.6143 1.3885
O2 4.5659 4.4087 1.4842
C11 2.2126 4.0390 1.2947
Br2 1.8572 5.8783 1.3395
C12 1.1863 3.1402 1.1338
C13 -2.1214 0.5519 0.4090
C14 -3.3988 1.0495 0.4729
H1 -6.4930 3.8042 1.8377
H2 -5.3895 3.3464 3.1729
H3 -4.8877 4.5835 1.9806
H4 -2.9648 3.4000 2.9175
H5 -0.6909 2.5791 2.7317
H6 0.5801 -0.2727 0.9206
H7 2.9331 0.1763 1.2676
H8 0.1867 3.5566 0.9940
H9 -1.9371 -0.3247 -0.2201
H10 -4.2167 0.6652 -0.1401
C15 0.7897 -5.6831 -3.6403
C16 -0.0523 -4.9067 -2.8316
C17 0.4761 -3.8385 -2.1094
C18 1.8252 -3.5386 -2.1794
C19 2.6746 -4.3019 -2.9791
C20 2.1582 -5.3776 -3.7168
S1 2.3680 -2.1206 -1.2010
O3 3.1914 -2.6413 -0.1350
O4 2.8977 -1.1097 -2.0938
C21 0.7844 -1.6789 -0.7231
S2 -0.5041 -2.7722 -1.0426
O5 -1.5086 -2.0850 -1.8361
O6 -0.9119 -3.5803 0.0816
H11 0.3789 -6.5254 -4.2096
H12 -1.1127 -5.1296 -2.7543
H13 3.7321 -4.0546 -3.0206
H14 2.8234 -5.9784 -4.3496
H15 0.5358 -0.6177 -0.8758

[3]
The following is a DFT calculation (wB97M-V/def2-TZVPD) of a structure of composition C21H15BrF3N11PbS in a non-equilibrium geometry.

Values from the calculation:
E_tot: -132676.4664 eV
ΔE to the lowest compared entry with this formula, charge and spin: 0.0 kJ/mol
LUMO energy: -6.304 eV
Kohn-Sham gap: 8.19 eV
net charge: +2
spin multiplicity: 1

Cartesian coordinates (Å):
Pb1 -0.2939 -0.9729 -0.9889
N1 -2.7255 1.2867 -2.4440
C1 -3.1216 0.9579 -1.2113
N2 -4.2171 1.5488 -0.7852
C2 -4.6684 1.2114 0.4226
N3 -5.7487 1.8046 0.8850
N4 -4.0723 0.2571 1.1782
C3 -2.9767 -0.2675 0.7102
N5 -2.3952 0.0746 -0.4649
C4 -2.3789 -1.3563 1.5046
C5 -3.0821 -1.8659 2.5930
C6 -2.5566 -2.9404 3.2919
C7 -1.3370 -3.4626 2.8862
C8 -0.6982 -2.8883 1.7991
N6 -1.2002 -1.8614 1.1168
H1 -3.3470 1.8982 -2.9522
H2 -2.0200 0.7751 -2.9379
H3 -6.2104 2.4868 0.3038
H4 -6.1184 1.5651 1.7892
H5 -4.0331 -1.4254 2.8485
H6 -3.0944 -3.3638 4.1262
H7 -0.8924 -4.3078 3.3883
H8 0.2503 -3.2782 1.4588
F1 4.7229 -2.1122 1.6209
C9 3.8662 -1.8357 2.6099
F2 4.5658 -1.5541 3.6947
F3 3.1568 -2.9503 2.8515
C10 2.9253 -0.7128 2.2185
C11 2.8602 0.4709 2.9454
C12 1.9224 1.4198 2.5639
C13 1.0775 1.1367 1.4998
N7 1.1611 0.0145 0.7932
C14 2.0838 -0.8824 1.1279
S1 2.2283 -2.2984 0.0100
H9 3.5317 0.6218 3.7788
H10 1.8425 2.3565 3.0930
H11 0.3029 1.8263 1.2039
N8 7.1663 -1.1850 -3.6304
C15 6.1998 -1.4608 -3.0831
N9 5.0552 -1.7518 -2.5545
C16 4.2380 -1.7142 -1.6846
N10 3.2044 -1.5187 -1.0788
Br1 -0.0576 5.2076 -2.1280
C17 0.2430 3.4560 -2.7857
C18 0.5089 3.2114 -4.1292
C19 0.7291 1.9022 -4.5244
C20 0.6404 0.8892 -3.5844
N11 0.3462 1.1204 -2.3026
C21 0.1729 2.3773 -1.9101
H12 0.5385 4.0172 -4.8440
H13 0.9710 1.6735 -5.5494
H14 0.7850 -0.1425 -3.8710
H15 -0.0508 2.5415 -0.8689

[4]
The following is a DFT calculation (wB97M-V/def2-TZVPD) of a structure of composition C21H15BrF8N2O6S2SiTc in a non-equilibrium geometry.

Values from the calculation:
E_tot: -160812.6288 eV
ΔE to the lowest compared entry with this formula, charge and spin: 17.0 kJ/mol
LUMO energy (spin up / spin down): -0.926 / -0.951 eV
Kohn-Sham gap (spin up / spin down): 7.41 / 6.78 eV
expectation value of S²: 3.77
spin multiplicity: 4

Cartesian coordinates (Å):
Tc1 0.8472 -0.6555 0.5440
Br1 -2.6920 3.3800 5.3842
C1 -2.6273 3.4277 3.4954
C2 -3.2232 4.4902 2.8201
N1 -3.1904 4.5896 1.5060
C3 -2.5592 3.6746 0.8040
C4 -1.9290 2.5652 1.3879
C5 -1.9813 2.4366 2.7805
C6 -1.2108 1.5907 0.5686
O1 -1.3316 1.7492 -0.7218
O2 -0.4907 0.7113 1.0792
H1 -3.7257 5.2855 3.3518
H2 -2.5447 3.8275 -0.2654
H3 -1.5178 1.5903 3.2655
C7 1.4527 -2.7428 -3.0165
C8 0.0738 -2.8888 -3.0139
C9 -0.7346 -1.8156 -2.6842
C10 -0.1898 -0.5741 -2.3612
C11 1.2084 -0.4431 -2.3544
C12 2.0181 -1.5256 -2.6754
Si1 -1.2641 0.9675 -2.1857
C13 -0.5685 2.3127 -3.3177
C14 0.5924 3.0168 -2.9855
C15 1.1548 3.9206 -3.8697
C16 0.5622 4.1419 -5.1017
C17 -0.5975 3.4646 -5.4406
C18 -1.1503 2.5502 -4.5625
H4 2.0871 -3.5674 -3.3069
H5 -0.3672 -3.8405 -3.2641
H6 -1.8073 -1.9379 -2.6944
H7 1.6587 0.5332 -2.2303
H8 3.0899 -1.4033 -2.6811
H9 -2.6803 0.6637 -2.4199
H10 1.0578 2.8635 -2.0231
H11 2.0553 4.4524 -3.5962
H12 1.0026 4.8376 -5.8000
H13 -1.0756 3.6449 -6.3911
H14 -2.0511 2.0172 -4.8356
F1 1.2354 -5.8987 0.9946
C19 1.5885 -4.7262 1.4897
F2 2.9124 -4.6106 1.3782
F3 1.2934 -4.6923 2.7865
S1 0.7661 -3.2608 0.6318
O3 -0.0517 -3.7383 -0.4217
O4 1.8952 -2.4286 0.2349
N2 0.0186 -2.4629 1.7565
S2 -1.3818 -3.0890 2.1845
O5 -1.4494 -4.4398 1.7434
O6 -1.7444 -2.7463 3.5107
C20 -2.5609 -2.0573 1.1060
F4 -3.0474 -1.0251 1.7944
F5 -1.8771 -1.5207 0.0735
F6 -3.5802 -2.7335 0.6044
F7 1.7227 2.1586 0.3107
C21 2.2667 0.9216 0.6464
F8 3.2874 0.7610 -0.2451
H15 2.7502 1.0971 1.6274

[5]
The following is a DFT calculation (wB97M-V/def2-TZVPD) of the molecule C21H15Cl2N5O2 in a non-equilibrium geometry.

Values from the calculation:
SMILES: O=C1CCC(=O)N1C1=NC2=NC(c3ccc(Cl)cc3)=C[C@@H](c3ccc(Cl)cc3)N2N1
E_tot: -58606.8643 eV
ΔE to the lowest compared entry with this formula, charge and spin: 324.9 kJ/mol
LUMO energy: 0.121 eV
Kohn-Sham gap: 7.61 eV
spin multiplicity: 1

Cartesian coordinates (Å):
O1 1.6581 2.0869 2.0459
C1 2.8276 1.7132 1.7142
C2 3.8622 1.6746 2.7799
C3 4.8238 0.7573 2.1396
C4 4.4018 0.4093 0.8550
O2 5.0468 -0.1416 0.0049
N1 3.1702 0.9757 0.5489
C5 2.1972 0.2266 -0.0574
N2 1.9996 -1.0603 0.2127
C6 0.7285 -1.3688 -0.1856
N3 0.1304 -2.5145 0.0068
C7 -1.1999 -2.6480 -0.4691
C8 -1.8049 -4.0470 -0.2937
C9 -2.8556 -4.4808 -0.9578
C10 -3.2928 -5.8038 -0.8634
C11 -2.7178 -6.6165 0.1797
Cl1 -3.7076 -8.0456 0.3629
C12 -1.7628 -6.1030 1.0665
C13 -1.1984 -4.8484 0.6995
C14 -1.9572 -1.5090 -0.8660
C15 -1.2421 -0.2078 -1.0523
C16 -1.7489 0.8738 -0.1690
C17 -2.5196 1.7945 -0.9110
C18 -2.8786 2.8528 -0.1014
C19 -2.6950 3.0160 1.2221
Cl2 -3.4778 4.3656 1.9903
C20 -2.1142 1.9717 1.9003
C21 -1.5552 0.8870 1.2198
N4 0.1600 -0.2748 -0.7714
N5 1.1127 0.7423 -0.7506
H1 4.2287 2.5845 3.3298
H2 3.5089 1.1070 3.5798
H3 5.0621 -0.2053 2.6384
H4 5.8063 1.2350 2.0409
H5 -3.3035 -3.8730 -1.7128
H6 -4.0043 -6.0951 -1.5672
H7 -1.3760 -6.5087 1.9877
H8 -0.3958 -4.4661 1.3246
H9 -3.0560 -1.5302 -0.9315
H10 -1.1739 0.1546 -2.0831
H11 -2.7578 1.6670 -1.9352
H12 -3.3229 3.8468 -0.4969
H13 -2.1353 1.9471 2.9222
H14 -1.0515 0.1316 1.9073
H15 0.8906 1.6812 -0.7051

Please write out number 4 again, unchanged.
The following is a DFT calculation (wB97M-V/def2-TZVPD) of a structure of composition C21H15BrF8N2O6S2SiTc in a non-equilibrium geometry.

Values from the calculation:
E_tot: -160812.6288 eV
ΔE to the lowest compared entry with this formula, charge and spin: 17.0 kJ/mol
LUMO energy (spin up / spin down): -0.926 / -0.951 eV
Kohn-Sham gap (spin up / spin down): 7.41 / 6.78 eV
expectation value of S²: 3.77
spin multiplicity: 4

Cartesian coordinates (Å):
Tc1 0.8472 -0.6555 0.5440
Br1 -2.6920 3.3800 5.3842
C1 -2.6273 3.4277 3.4954
C2 -3.2232 4.4902 2.8201
N1 -3.1904 4.5896 1.5060
C3 -2.5592 3.6746 0.8040
C4 -1.9290 2.5652 1.3879
C5 -1.9813 2.4366 2.7805
C6 -1.2108 1.5907 0.5686
O1 -1.3316 1.7492 -0.7218
O2 -0.4907 0.7113 1.0792
H1 -3.7257 5.2855 3.3518
H2 -2.5447 3.8275 -0.2654
H3 -1.5178 1.5903 3.2655
C7 1.4527 -2.7428 -3.0165
C8 0.0738 -2.8888 -3.0139
C9 -0.7346 -1.8156 -2.6842
C10 -0.1898 -0.5741 -2.3612
C11 1.2084 -0.4431 -2.3544
C12 2.0181 -1.5256 -2.6754
Si1 -1.2641 0.9675 -2.1857
C13 -0.5685 2.3127 -3.3177
C14 0.5924 3.0168 -2.9855
C15 1.1548 3.9206 -3.8697
C16 0.5622 4.1419 -5.1017
C17 -0.5975 3.4646 -5.4406
C18 -1.1503 2.5502 -4.5625
H4 2.0871 -3.5674 -3.3069
H5 -0.3672 -3.8405 -3.2641
H6 -1.8073 -1.9379 -2.6944
H7 1.6587 0.5332 -2.2303
H8 3.0899 -1.4033 -2.6811
H9 -2.6803 0.6637 -2.4199
H10 1.0578 2.8635 -2.0231
H11 2.0553 4.4524 -3.5962
H12 1.0026 4.8376 -5.8000
H13 -1.0756 3.6449 -6.3911
H14 -2.0511 2.0172 -4.8356
F1 1.2354 -5.8987 0.9946
C19 1.5885 -4.7262 1.4897
F2 2.9124 -4.6106 1.3782
F3 1.2934 -4.6923 2.7865
S1 0.7661 -3.2608 0.6318
O3 -0.0517 -3.7383 -0.4217
O4 1.8952 -2.4286 0.2349
N2 0.0186 -2.4629 1.7565
S2 -1.3818 -3.0890 2.1845
O5 -1.4494 -4.4398 1.7434
O6 -1.7444 -2.7463 3.5107
C20 -2.5609 -2.0573 1.1060
F4 -3.0474 -1.0251 1.7944
F5 -1.8771 -1.5207 0.0735
F6 -3.5802 -2.7335 0.6044
F7 1.7227 2.1586 0.3107
C21 2.2667 0.9216 0.6464
F8 3.2874 0.7610 -0.2451
H15 2.7502 1.0971 1.6274

- The highest E_tot belongs to which entry?
  C21H15BF4N5O3W